{
  "formula": "C13H20F12NO10P2",
  "method": "wB97M-V/def2-TZVPD",
  "fmax_ev_per_a": 6.2,
  "e_lumo_ev": 2.47,
  "spin_multiplicity": 1,
  "charge": -1,
  "symbols": ["F", "C", "H", "N", "O", "C", "F", "O", "F", "O", "F", "P", "C", "C", "C", "H", "H", "F", "H", "F", "F", "H", "C", "C", "C", "O", "H", "O", "O", "P", "H", "F", "H", "H", "H", "C", "H", "H", "F", "O", "H", "H", "H", "O", "H", "C", "H", "H", "O", "H", "C", "F", "C", "H", "C", "F", "F", "O"],
  "xyz": [[2.815556, -2.174276, -3.475452], [4.745420, -1.381407, 3.810389], [6.045755, 1.510543, 1.909620], [-0.103439, -3.117024, -1.780431], [-1.612850, -0.156273, -2.099189], [-6.200394, 5.063116, 1.877287], [1.890105, 0.677173, -4.884536], [-4.195050, 4.410395, -0.214547], [1.226945, -0.940006, -6.396703], [-2.458128, 4.284487, 1.705179], [1.771155, -3.728088, -0.328638], [2.986521, 0.111153, 2.593725], [1.976964, -0.703149, -5.227607], [0.218437, -3.786184, -3.044738], [-2.032594, 3.712294, 2.932828], [-1.525416, 2.767653, 2.724460], [-2.644978, 1.918541, 0.241525], [-0.834827, -4.664933, -3.518959], [1.626881, 0.072755, 0.298021], [1.387422, -4.611455, -2.990660], [-0.738372, -2.270899, -4.806226], [1.463756, -1.677659, 0.055716], [-1.647748, -1.157099, -1.122759], [0.340692, -3.875486, -0.602676], [-1.535689, -2.683137, -1.689517], [3.620084, -0.525240, 3.919347], [-2.070718, -2.643263, -2.714037], [-4.210469, 2.474898, 1.516753], [-4.866698, 4.773999, 2.270859], [-3.949011, 4.021245, 1.190736], [-6.597139, 4.290729, 1.214129], [3.347955, -0.947463, -5.585354], [-2.192348, -3.392576, -1.051160], [-2.868588, 3.534754, 3.612400], [-6.826725, 5.115318, 2.769114], [0.481231, -2.756916, -4.281849], [-1.324310, 4.391058, 3.409956], [-6.225091, 6.029398, 1.368631], [-0.041419, -5.266080, -0.638814], [-1.800711, -0.868286, 0.106839], [4.687078, -2.139713, 4.592430], [-3.299908, 0.649618, 1.289521], [0.437885, -0.861230, 1.244018], [2.020615, 1.203870, 2.835343], [4.880824, 1.845673, 3.205288], [-3.559654, 1.515589, 0.681601], [4.789952, -1.875825, 2.838049], [4.636891, 2.546732, 1.582305], [2.402056, -1.150759, 1.806260], [5.653264, -0.792076, 3.961573], [1.431539, -0.881258, 0.793594], [1.051893, -3.584334, -5.323993], [1.574609, -1.630610, -3.967112], [-4.240410, 1.205008, -0.112421], [4.989489, 1.671811, 2.131521], [-0.316146, -3.361494, 0.597243], [1.154974, -0.720789, -2.939320], [4.262889, 0.527178, 1.710436]],
  "atomic_forces_ev_per_a": [[-3.21, 0.61, -1.24], [0.44, -0.26, -0.03], [-0.09, -0.07, -0.05], [0.72, -2.52, 0.09], [0.01, -5.15, 3.50], [-0.47, 0.16, -0.16], [0.11, -3.76, -1.10], [0.28, -0.02, 1.20], [1.56, 0.63, 2.95], [-0.94, 0.44, -0.51], [-4.10, -1.15, -1.18], [-1.22, 0.00, -0.38], [1.48, 1.56, -1.71], [0.11, -1.23, -1.04], [0.30, -0.42, 0.45], [-0.06, 0.04, 0.08], [-0.09, -0.13, -0.03], [2.13, 1.72, 1.06], [-0.05, -0.08, 0.06], [-2.56, 1.98, 0.37], [3.03, -0.67, 1.47], [0.24, 0.28, 0.23], [-0.27, 5.13, -1.76], [-0.33, 0.06, 2.72], [-2.52, 1.24, 0.24], [-0.56, 0.38, -0.39], [1.51, -0.13, 1.52], [-0.42, 1.44, 0.52], [0.63, -0.46, -0.09], [0.17, -0.57, -0.80], [0.03, 0.10, 0.02], [-3.43, 0.63, 0.84], [1.47, 1.00, -0.85], [0.04, 0.02, -0.05], [0.19, -0.04, 0.03], [-0.46, -1.57, -1.39], [-0.09, 0.04, -0.16], [-0.04, -0.13, -0.05], [1.53, 3.25, 0.07], [0.43, -1.93, -2.51], [-0.12, 0.11, -0.04], [-0.02, 0.17, -0.07], [0.10, 0.09, -0.16], [1.03, -0.79, 0.17], [-0.03, 0.05, -0.06], [0.39, -0.71, -0.46], [-0.02, 0.02, 0.07], [0.00, -0.02, 0.13], [1.32, 0.64, 0.97], [0.01, -0.08, -0.06], [-0.91, 0.35, -0.57], [-1.06, 1.93, 2.07], [1.14, 2.05, 2.20], [0.15, 0.08, 0.00], [0.20, 0.41, 0.02], [2.00, -1.55, -3.65], [0.67, -2.64, -2.68], [-0.34, -0.53, 0.16]],
  "mulliken_charge": [-0.296, -0.629, 0.252, 0.464, -0.733, -0.664, -0.219, -0.705, -0.231, -0.325, -0.254, 0.827, 0.488, 0.269, -0.586, 0.258, 0.357, -0.336, 0.373, -0.315, -0.240, -0.244, 0.390, 0.400, -0.536, -0.357, 0.345, -0.292, -0.298, 1.004, 0.321, -0.255, 0.347, 0.306, 0.243, 0.772, 0.240, 0.253, -0.312, -0.614, 0.256, 0.300, 0.279, -0.672, 0.345, -0.722, 0.298, 0.248, -0.145, 0.247, -0.174, -0.319, 0.678, 0.278, -0.740, -0.203, -0.203, -0.221]
}